The following is a quantum chemistry calculation of a cluster of 2 separate species, C8H12O2 in total in a non-equilibrium geometry, from the Open Molecules 2025 dataset.

As for the structure (SMILES): Cc1ccc(O)cc1.CO. As for the calculated total energy: -12585.0385 eV. The LUMO energy is 0.815 eV. The calculation puts the energy above the lowest of the compared OMol25 structures with the same formula, charge and spin at 9.2 kcal/mol. The spin multiplicity is 1.

Each atom is followed by the atoms it is bonded to, with distances in Å.
Positions of all 22 atoms, in Å:
1 O 1.659 1.977 -3.021  C5 1.387, H13 0.965
2 O -0.019 -1.468 3.118  C9 1.438, H14 0.962
3 C 0.470 0.014 -2.447  C5 1.387, C6 1.382, H18 1.083
4 C -0.684 1.247 -0.275  C7 1.398, C8 1.387, H22 1.084
5 C 0.802 1.327 -2.146  O1 1.387, C3 1.387, C7 1.378
6 C -0.467 -0.669 -1.695  C3 1.382, C8 1.392, H20 1.081
7 C 0.224 1.957 -1.066  C4 1.398, C5 1.378, H15 1.085
8 C -1.028 -0.062 -0.575  C4 1.387, C6 1.392, C10 1.495
9 C 1.278 -1.095 2.621  O2 1.438, H11 1.085, H12 1.079, H21 1.092
10 C -2.002 -0.807 0.281  C8 1.495, H16 1.087, H17 1.086, H19 1.100
11 H 1.368 -0.015 2.559  C9 1.085
12 H 1.345 -1.476 1.613  C9 1.079
13 H 2.299 2.496 -2.519  O1 0.965
14 H -0.003 -1.390 4.077  O2 0.962
15 H 0.415 2.986 -0.779  C7 1.085
16 H -2.702 -0.167 0.810  C10 1.087
17 H -2.567 -1.555 -0.268  C10 1.086
18 H 0.929 -0.438 -3.317  C3 1.083
19 H -1.474 -1.367 1.068  C10 1.100
20 H -0.781 -1.679 -1.915  C6 1.081
21 H 2.077 -1.480 3.258  C9 1.092
22 H -1.137 1.662 0.618  C4 1.084